Below is a molecular structure, C3H8NOS at a distorted geometry, with properties calculated with ωB97M-V with the def2-TZVPD basis set.

## Properties
Energy relative to the best compared isomer or geometry (same formula, charge and spin) (eV): 1.889
HOMO energy (alpha / beta) (eV): -10.22 / -15.00
Net charge: +1
E_LUMO (alpha / beta) (Ha): -0.130 / -0.324
Spin multiplicity: 3

Each line ends with the natural charge from an NBO analysis.
Geometry (Å):
C -1.2401 -0.2409 -0.1521  -0.280
C -0.5742 1.0166 -0.5948  -0.070
C 1.1499 0.2186 0.7850  -0.187
N -0.2862 -1.0872 0.5424  -0.620
O 0.3603 1.2810 0.5847  -0.487
S 2.2998 -0.3033 -0.4585  0.541
H -1.9816 -0.0036 0.5700  0.241
H -1.6073 -0.8535 -0.9921  0.233
H 0.1655 0.8174 -1.3969  0.154
H -1.1805 1.9336 -0.6703  0.262
H 1.5704 0.1014 1.7641  0.239
H -0.7558 -1.5347 1.3863  0.440
H 0.3843 -1.7599 0.0545  0.400
H 1.6955 0.4146 -1.4221  0.133